--- 1 ---
Here is an isolated molecule of C6H12OS from the OMol25 dataset. Energies are from ωB97M-V/def2-TZVPD.

As for the highest occupied orbital energy: -8.21 eV. Its LUMO energy is 0.745 eV. Its SMILES is CC/C(=C\SC)CO.

Geometry as ORCA input:
```
! RIJCOSX wB97M-V def2-TZVPD def2/J DEFGRID3
* xyz 0 1
C -1.07 -0.43 -2.15
C -1.41 -0.63 -0.72
C -0.59 0.28 0.28
C 0.73 -0.05 0.64
S 1.71 -1.46 0.46
C 2.71 -1.55 1.90
C -1.09 1.78 0.47
O -1.33 2.24 -0.91
H -2.05 -0.84 -2.90
H -0.05 -0.82 -2.40
H -1.07 0.78 -2.08
H -2.59 -0.48 -0.68
H -1.00 -1.54 -0.32
H 1.28 0.64 1.20
H 3.56 -0.86 1.92
H 1.88 -1.15 2.72
H 3.21 -2.51 2.09
H -2.04 1.99 1.03
H -0.29 2.63 0.87
H -0.50 1.98 -1.42
*
```


--- 2 ---
Here is an isolated molecule of C6H12OS from the OMol25 dataset. Energies are from ωB97M-V/def2-TZVPD.

As for the highest occupied orbital energy: -9.30 eV. Its LUMO energy is 0.691 eV. Its SMILES is CC1(C)O[C@@]1(C)CS.

Geometry as ORCA input:
```
! RIJCOSX wB97M-V def2-TZVPD def2/J DEFGRID3
* xyz 0 1
C -1.51 1.25 -0.59
C -0.14 0.73 -0.98
C -0.08 0.30 -2.43
O 0.96 1.49 -0.46
C 0.77 0.10 -0.02
C 1.72 -1.00 -0.39
C 0.36 0.02 1.47
S -0.96 -1.25 1.63
H -1.77 2.23 -1.11
H -2.24 0.51 -0.92
H -1.62 1.35 0.48
H -0.44 -0.80 -2.64
H 0.98 0.24 -2.76
H -0.66 0.99 -3.13
H 2.00 -0.98 -1.47
H 1.35 -1.98 -0.14
H 2.68 -0.82 0.15
H 0.06 1.00 1.80
H 1.28 -0.32 1.97
H -0.68 -1.70 2.95
*
```


--- 3 ---
Here is an isolated molecule of C6H12OS from the OMol25 dataset. Energies are from ωB97M-V/def2-TZVPD.

As for the highest occupied orbital energy: -8.65 eV. Its LUMO energy is 0.594 eV. Its SMILES is C=C(C)[C@H](C)CSO.

Geometry as ORCA input:
```
! RIJCOSX wB97M-V def2-TZVPD def2/J DEFGRID3
* xyz 0 1
C -1.25 -0.29 1.73
C -0.89 -0.40 0.45
C -1.87 -0.84 -0.64
C 0.50 -0.20 0.02
C 1.43 -0.90 0.96
C 0.80 1.23 -0.15
S 0.00 2.26 -1.35
O 1.12 2.20 -2.53
H -2.30 -0.52 2.02
H -0.47 -0.17 2.42
H -2.80 -1.12 -0.26
H -1.44 -1.77 -1.02
H -1.95 -0.17 -1.45
H 0.68 -0.69 -0.98
H 2.47 -0.95 0.50
H 1.07 -1.87 1.18
H 1.47 -0.34 1.88
H 0.63 1.68 0.85
H 1.82 1.41 -0.48
H 0.98 1.44 -3.15
*
```


Stability, highest: 2


--- 1 ---
Here is an isolated molecule of C5H7ClN2 from the OMol25 dataset. Energies are from ωB97M-V/def2-TZVPD.

As for the highest occupied orbital energy: -9.46 eV. Its LUMO energy is 0.044 eV. Its SMILES is [H]/N=C(/C=C)[C@H](Cl)N=C.

Geometry as ORCA input:
```
! RIJCOSX wB97M-V def2-TZVPD def2/J DEFGRID3
* xyz 0 1
H -0.36 -1.49 1.19
N -0.98 -0.75 0.95
C -0.55 -0.07 -0.09
C -1.45 0.91 -0.61
C -2.64 1.23 -0.01
C 0.95 -0.04 -0.53
Cl 0.88 -0.01 -2.26
N 1.54 -1.21 -0.09
C 2.47 -1.17 0.74
H -0.98 1.50 -1.41
H -3.30 1.90 -0.57
H -3.02 0.69 0.81
H 1.66 0.77 -0.18
H 2.96 -2.16 0.93
H 2.81 -0.09 1.14
*
```


--- 2 ---
Here is an isolated molecule of C5H7ClN2 from the OMol25 dataset. Energies are from ωB97M-V/def2-TZVPD.

As for the highest occupied orbital energy: -7.88 eV. Its LUMO energy is 0.912 eV. Its SMILES is CN1N=CCC=C1Cl.

Geometry as ORCA input:
```
! RIJCOSX wB97M-V def2-TZVPD def2/J DEFGRID3
* xyz 0 1
C 1.47 -1.57 -1.04
N 0.69 -0.62 -0.31
N -0.60 -0.84 -0.33
C -1.45 -0.21 0.36
C -1.25 1.19 0.88
C 0.26 1.53 0.85
C 1.08 0.61 0.33
Cl 2.81 0.67 0.48
H 2.31 -1.88 -0.41
H 0.82 -2.27 -1.34
H 2.04 -1.32 -1.88
H -2.48 -0.65 0.25
H -1.54 1.29 1.85
H -1.73 1.98 0.37
H 0.74 2.37 1.21
*
```


Stability, highest: 2


--- 1 ---
Here is an isolated molecule of C5H7ClN2O2S from the OMol25 dataset. Energies are from ωB97M-V/def2-TZVPD.

As for the highest occupied orbital energy: -8.85 eV. Its LUMO energy is -0.130 eV. Its SMILES is C=C/C=C\N=C(\Cl)S(N)(=O)=O.

Geometry as ORCA input:
```
! RIJCOSX wB97M-V def2-TZVPD def2/J DEFGRID3
* xyz 0 1
C 1.42 0.30 1.35
C 1.91 -0.74 0.66
C 1.52 -1.08 -0.74
C 0.22 -1.22 -1.16
N -0.65 -1.35 -0.10
C -1.01 -0.45 0.71
Cl -1.78 -0.79 2.14
S -1.59 1.22 0.17
N -3.02 0.54 -0.29
O -1.87 2.21 1.22
O -0.79 1.57 -0.95
H 1.72 0.33 2.37
H 1.09 1.14 0.90
H 2.45 -1.50 1.11
H 2.36 -1.16 -1.40
H -0.01 -1.72 -2.09
H -2.91 -0.22 -0.84
H -3.81 1.07 -0.65
*
```


--- 2 ---
Here is an isolated molecule of C5H7ClN2O2S from the OMol25 dataset. Energies are from ωB97M-V/def2-TZVPD.

As for the highest occupied orbital energy: -9.64 eV. Its LUMO energy is -0.198 eV. Its SMILES is NS(=O)(=O)[C@@H]1C=CN=C(Cl)C1.

Geometry as ORCA input:
```
! RIJCOSX wB97M-V def2-TZVPD def2/J DEFGRID3
* xyz 0 1
N 1.73 0.52 -1.59
S 1.81 0.70 0.12
O 1.72 2.11 0.28
O 2.98 0.12 0.63
C 0.24 -0.03 0.72
C 0.05 -1.44 0.39
C -1.18 -1.92 0.23
N -2.34 -1.13 0.15
C -2.21 0.11 0.29
Cl -3.71 0.99 0.24
C -0.87 0.88 0.31
H 1.55 -0.32 -1.96
H 1.89 1.41 -2.18
H 0.49 0.07 1.72
H 0.82 -2.21 0.48
H -1.51 -2.96 -0.24
H -1.01 1.78 1.03
H -0.47 1.33 -0.61
*
```


Stability, highest: 2


--- 1 ---
Here is an isolated molecule of C5H11F from the OMol25 dataset. Energies are from ωB97M-V/def2-TZVPD.

As for the highest occupied orbital energy: -11.18 eV. Its LUMO energy is 1.165 eV. Its SMILES is CCC(F)CC.

Geometry as ORCA input:
```
! RIJCOSX wB97M-V def2-TZVPD def2/J DEFGRID3
* xyz 0 1
C 2.09 -0.52 -0.30
C 1.44 0.73 0.32
C -0.06 0.71 -0.03
F -0.56 2.04 -0.17
C -1.07 -0.20 0.63
C -2.17 -0.43 -0.31
H 1.42 -1.39 0.04
H 2.11 -0.49 -1.35
H 3.08 -0.73 0.06
H 1.57 0.72 1.43
H 1.88 1.55 -0.08
H -0.15 0.50 -1.07
H -0.52 -1.19 0.82
H -1.40 0.17 1.59
H -3.13 -0.86 0.22
H -2.57 0.49 -0.69
H -1.94 -1.10 -1.11
*
```


--- 2 ---
Here is an isolated molecule of C5H11F from the OMol25 dataset. Energies are from ωB97M-V/def2-TZVPD.

As for the highest occupied orbital energy: -10.79 eV. Its LUMO energy is 0.877 eV. Its SMILES is CC(C)(C)CF.

Geometry as ORCA input:
```
! RIJCOSX wB97M-V def2-TZVPD def2/J DEFGRID3
* xyz 0 1
C 0.97 -0.04 1.22
C -0.02 0.37 0.12
C 0.86 0.77 -1.08
C -0.73 1.55 0.75
C -0.89 -0.83 -0.22
F -0.21 -1.89 -0.82
H 1.54 0.78 1.67
H 0.60 -0.53 2.11
H 1.45 -0.91 0.76
H 1.23 -0.15 -1.54
H 0.14 1.25 -1.83
H 1.75 1.36 -0.77
H -1.38 2.09 -0.02
H -1.42 1.50 1.55
H 0.05 2.35 0.91
H -1.70 -0.49 -0.86
H -1.47 -1.19 0.69
*
```


--- 3 ---
Here is a structure of composition C5H11F from the OMol25 dataset. Energies are from ωB97M-V/def2-TZVPD.

As for the highest occupied orbital energy: -10.41 eV. Its LUMO energy is 0.677 eV.

Geometry as ORCA input:
```
! RIJCOSX wB97M-V def2-TZVPD def2/J DEFGRID3
* xyz 0 1
C 2.09 -0.08 0.37
C 0.79 -0.74 -0.49
C -0.52 -0.13 0.23
C -2.07 -0.86 0.14
C -0.74 1.35 -0.22
H 2.91 -0.83 0.19
H 2.01 0.33 1.29
H 2.60 0.60 -0.59
H 0.67 -1.86 -0.40
H 1.02 -0.42 -1.55
H -2.48 0.11 -0.80
H -1.49 -2.12 -0.29
H -2.71 -0.77 1.31
H -0.54 1.66 -1.28
H 0.14 1.92 0.46
H -1.64 1.83 0.09
F -0.05 0.03 1.55
*
```


Stability, highest: 1


--- 1 ---
Here is an isolated molecule of C2H3N3S from the OMol25 dataset. Energies are from ωB97M-V/def2-TZVPD.

As for the highest occupied orbital energy: -10.22 eV. Its LUMO energy is 0.604 eV. Its SMILES is Sn1cncn1.

Geometry as ORCA input:
```
! RIJCOSX wB97M-V def2-TZVPD def2/J DEFGRID3
* xyz 0 1
S -2.28 -0.08 -0.20
N -0.59 -0.06 -0.14
C 0.23 1.02 -0.12
N 1.49 0.63 -0.11
C 1.39 -0.72 -0.12
N 0.16 -1.20 -0.14
H -2.51 -0.28 1.10
H -0.13 2.06 -0.12
H 2.25 -1.37 -0.14
*
```


--- 2 ---
Here is a cluster of 2 separate species, C2H3N3S in total from the OMol25 dataset. Energies are from ωB97M-V/def2-TZVPD.

As for the highest occupied orbital energy (spin up / spin down): -8.29 / -7.88 eV. Its LUMO energy (spin up / spin down) is -0.981 / -1.152 eV.

Geometry as ORCA input:
```
! RIJCOSX wB97M-V def2-TZVPD def2/J DEFGRID3
* xyz 0 1
C -2.10 -1.69 0.19
C -1.38 1.01 0.36
N -3.24 -1.84 0.01
N 0.62 -0.07 -0.04
N -0.08 1.02 0.07
S -2.88 1.27 -0.14
H 1.60 0.06 0.03
H -1.10 -1.34 0.11
H 0.39 1.93 0.27
*
```


Stability, highest: 1